Here is a cluster of 11 separate species, C31H73F3N6O16 in total in a non-equilibrium geometry from the Open Molecules 2025 dataset. Energies are from ωB97M-V with the def2-TZVPD basis set.

The geometry in XYZ format:
```
129
Properties=species:S:1:pos:R:3:mulliken_charge:R:1
C 2.2432 -1.0767 3.4123 -1.631
C 2.5167 -0.4936 4.8002 1.627
C 1.2778 0.3746 5.0206 -1.060
C 0.9201 0.6642 6.4551 -0.904
C 0.8321 -0.6333 7.2785 -1.168
C 2.1041 -1.4817 7.2637 1.289
N 2.4191 -1.6839 5.7467 1.062
O 3.2736 -2.7406 5.4223 -0.311
C 1.8447 -2.8752 7.8126 -1.482
C 3.2927 -0.8415 7.9899 -1.524
C 3.8208 0.2744 4.9456 -1.638
H 1.2435 -1.4538 3.1964 -0.059
H 3.0749 -1.7575 3.2310 0.706
H 2.4613 -0.3834 2.5999 0.241
H 0.4213 -0.1808 4.6383 0.124
H 1.4100 1.2831 4.4331 0.697
H -0.0313 1.1919 6.3881 0.489
H 1.6995 1.2433 6.9504 0.362
H -0.0163 -1.1723 6.8568 0.300
H 0.5624 -0.4605 8.3203 0.489
H 1.0826 -3.2389 7.1234 0.325
H 1.3951 -2.9145 8.8048 0.388
H 2.7293 -3.4968 7.6741 0.411
H 3.2929 -0.7749 9.0779 0.420
H 3.4264 0.2125 7.7462 0.264
H 4.2905 -1.2596 7.8571 0.373
H 4.0336 0.8795 5.8268 0.285
H 3.9186 1.0167 4.1534 0.421
H 4.6327 -0.4277 4.7556 0.487
C -0.3905 0.9564 -0.5264 -0.068
O 0.5263 0.6706 -1.6081 1.373
O -1.4461 1.6834 -1.0431 -0.072
C -0.5203 -0.3406 0.3372 -0.151
F -0.8538 -0.0977 1.5979 -0.240
F -1.3889 -1.2487 -0.0078 0.065
F 0.6623 -0.8982 0.4676 -0.158
C 0.2115 -0.3884 -2.4781 1.618
C 1.3795 -0.5967 -3.4782 -1.544
H 1.1811 -1.4857 -4.0768 0.373
H 1.4752 0.2561 -4.1502 0.023
H 2.4004 -0.7187 -3.1161 0.354
H -0.6906 -0.1803 -3.0533 -0.456
H 0.1658 -1.3847 -2.0384 -1.046
H 0.2330 1.5186 0.1687 -0.131
C 3.0728 2.2925 -0.6618 0.193
C 3.5785 0.9390 -0.3254 0.278
O 4.1866 0.7638 0.9497 -0.600
O 4.2009 3.1226 -1.0886 -0.624
H 2.4754 2.7083 0.1497 0.224
H 2.3003 2.2430 -1.4292 -0.176
H 4.3967 0.6390 -0.9800 0.344
H 2.8366 0.1410 -0.3529 -0.160
H 4.4031 -0.1514 1.1422 0.313
H 3.9863 4.0236 -1.3411 0.314
C -2.6010 2.2648 -4.3884 -0.710
C -1.0878 2.2216 -4.6714 0.199
O -0.2792 2.8794 -3.7224 -0.386
O -2.9957 1.4934 -3.2486 -0.604
H -3.0898 1.8326 -5.2616 0.410
H -2.8452 3.2846 -4.0907 0.332
H -0.8203 2.6982 -5.6145 0.418
H -0.6875 1.2078 -4.6765 -0.153
H -0.4898 2.4487 -2.8907 -0.321
H -2.4920 1.6305 -2.4429 0.087
C -4.6503 -1.6915 -3.0348 -0.807
C -3.3263 -2.1577 -2.3141 0.834
O -2.5908 -2.9999 -3.2127 -0.520
O -4.4105 -0.7753 -4.0815 -0.587
H -5.2403 -1.1216 -2.3170 0.403
H -5.1998 -2.5736 -3.3633 0.399
H -3.6006 -2.7124 -1.4168 0.322
H -2.6408 -1.3572 -2.0358 -0.751
H -1.8005 -3.3565 -2.8004 0.484
H -3.8532 -0.0654 -3.7541 0.406
C -0.4261 6.5109 -0.7610 -0.364
C -0.4594 4.8912 -0.7811 0.651
O -1.3365 4.4113 0.2416 -0.657
O -1.6141 7.0933 -1.3223 -0.491
H 0.4872 6.8307 -1.2626 0.306
H -0.3020 6.7540 0.2943 0.278
H 0.4403 4.2788 -0.7218 -0.342
H -0.8554 4.6514 -1.7679 -0.098
H -1.6077 3.5319 -0.0317 0.228
H -2.1037 6.4518 -1.8422 0.314
O -0.6988 -4.1774 -1.8674 -0.697
C 0.1495 -4.3185 -1.0098 0.513
N -0.0929 -4.8865 0.0751 -0.225
C 1.6087 -3.7736 -1.1324 -0.719
H -1.0275 -5.0861 0.4021 0.252
H 0.6060 -5.3831 0.6090 0.180
H 1.6102 -2.7748 -0.6959 -0.168
H 1.8268 -3.6038 -2.1868 0.266
H 2.4171 -4.3600 -0.6956 0.503
O -5.2104 1.0422 2.5502 -0.735
C -4.4244 0.8201 1.6353 0.532
N -3.8211 1.8531 1.0806 -0.236
C -4.2731 -0.6294 1.1128 0.027
H -4.0484 2.7863 1.3930 0.181
H -3.0741 1.6463 0.4331 0.066
H -3.7899 -1.3261 1.7978 -0.164
H -3.7934 -0.7134 0.1377 -0.328
H -5.2433 -1.1169 1.0176 0.469
O -2.3635 -2.0355 -8.2904 -0.668
C -2.4660 -1.9007 -7.1234 0.309
N -3.5274 -2.3690 -6.5366 -0.317
C -1.3031 -1.3547 -6.2072 -0.100
H -4.2548 -2.7201 -7.1430 0.187
H -3.7457 -2.2127 -5.5630 0.261
H -1.7784 -0.6563 -5.5184 -0.304
H -0.6401 -0.7581 -6.8339 0.371
H -0.7933 -2.0807 -5.5739 0.193
O 2.8199 2.3780 -7.1349 -0.687
C 2.6060 3.0731 -6.1689 0.693
N 1.5117 3.8130 -6.2036 -0.346
C 3.4399 3.0768 -4.9504 -0.587
H 1.2764 4.4747 -5.4777 0.166
H 1.0119 3.8490 -7.0805 0.229
H 4.4875 2.8549 -5.1538 0.375
H 3.1663 2.1426 -4.4599 -0.113
H 3.3884 3.9667 -4.3231 0.299
O -0.0682 -3.2389 5.0166 -0.607
C -0.8338 -3.4668 4.0940 0.685
N -0.6435 -4.3884 3.2403 -0.286
C -2.0404 -2.5992 3.8973 -1.037
H 0.1808 -4.9610 3.3536 0.246
H -1.3164 -4.4863 2.4935 0.089
H -1.7493 -1.7735 3.2480 -0.007
H -2.4187 -2.2092 4.8423 0.369
H -2.7430 -3.2317 3.3547 0.566
```

Properties
Frontier orbital gap ... 2.78 eV
Molecular weight ... 842.95 u
HOMO level ... -8.30 eV
E ... -83177.1071 eV